Entry 1:
Entry from the Open Molecules 2025 dataset: C5H11ClIrNTi as an isolated structure at a distorted geometry (the ωB97M-V functional and the def2-TZVPD basis).

Results
Energy above the lowest of the compared OMol25 structures with the same formula, charge and spin ... 49.8 kcal/mol
Multiplicity ... 7
Highest occupied orbital energy (spin up / spin down) ... -7.28 / -9.84 eV
LUMO energy (spin up / spin down) ... -0.181 / -4.755 eV
Calculated total energy ... -45318.8324 eV
Kohn-Sham gap (spin up / spin down) ... 0.2608 / 0.1870 Ha
Net charge ... 0

Geometry (Å):
H1 -0.739 -2.263 -0.899
Cl1 0.758 -0.840 2.059
H2 3.172 -1.498 -0.133
H3 -2.813 1.278 0.804
C1 -1.459 1.120 -1.801
Ir1 -0.864 0.262 -0.234
H4 3.464 0.023 -1.061
N1 3.702 1.599 2.212
H5 -1.687 -2.048 0.640
H6 -1.345 2.017 1.635
C2 -1.475 -1.624 -0.356
C3 2.853 1.170 1.501
H7 2.426 -1.238 -1.793
H8 -2.037 2.083 -1.748
H9 -1.815 0.530 -2.690
C4 -1.836 1.078 1.286
Ti1 1.358 0.295 0.222
C5 2.715 -0.794 -0.837
H10 -1.956 0.370 2.119
H11 -2.422 -1.522 -0.929

Atomic forces in eV per Å
H -0.72 0.17 0.32
Cl -0.40 -0.71 0.58
H -0.59 0.15 0.25
H 0.22 0.28 0.50
C -2.45 1.14 -2.43
Ir -0.66 0.50 0.21
H -0.90 -0.24 0.49
N -2.39 -1.21 -2.04
H 0.21 0.18 -0.33
H -0.55 -0.52 -0.22
C -0.40 -2.31 -0.69
C 2.51 1.50 1.66
H -0.68 -0.09 0.29
H 1.00 -0.59 -0.04
H 0.64 0.46 0.74
C -1.12 1.28 1.36
Ti 1.73 1.25 1.93
C 3.86 -1.01 -2.48
H 0.16 0.20 -0.25
H 0.50 -0.43 0.14


Entry 2:
Entry from the Open Molecules 2025 dataset: an isolated ion of composition C5H11ClN and charge +1 at a distorted geometry (the ωB97M-V functional and the def2-TZVPD basis).

Results
SMILES ... C[N+]1(C)C[C@H]1CCl
Energy above the lowest of the compared OMol25 structures with the same formula, charge and spin ... 55.4 kcal/mol
Highest occupied orbital energy ... -14.73 eV
LUMO energy ... -2.866 eV
Calculated total energy ... -19366.9224 eV
Kohn-Sham gap ... 0.4359 Ha
Net charge ... +1

Geometry (Å):
H1 -1.576 0.505 -1.563
C1 0.909 -0.697 -0.469
H2 -2.097 -0.087 0.814
H3 -0.890 0.954 1.667
H4 -0.083 1.083 -2.070
H5 -0.634 -0.804 1.656
C2 -1.038 0.038 1.042
C3 1.293 0.632 0.236
H6 0.868 -2.752 -0.412
N1 -0.118 0.198 -0.044
H7 1.625 0.807 1.224
H8 1.585 -1.882 1.268
C4 -0.767 1.022 -1.178
H9 1.152 -0.511 -1.512
H10 1.614 1.451 -0.397
Cl1 3.060 -2.177 -0.326
C5 1.369 -2.006 0.170
H11 -1.080 1.924 -0.684

Atomic forces in eV per Å
H -1.91 -1.22 -0.29
C 3.20 1.30 0.98
H 0.39 -0.17 -0.50
H -0.58 -0.72 -0.38
H -0.28 0.56 1.34
H -0.78 0.55 -0.32
C 0.78 -0.26 3.23
C -0.94 -0.63 -2.07
H -0.65 -1.22 1.15
N -0.88 2.43 -2.38
H -0.11 -0.74 1.23
H -1.74 -0.91 -0.93
C 2.36 -0.37 0.33
H -0.36 -0.96 -0.10
H -0.17 -0.15 -0.19
Cl 0.76 -0.01 -0.57
C 0.82 1.90 -0.17
H 0.08 0.64 -0.37


Entry 3:
Entry from the Open Molecules 2025 dataset: an isolated ion of composition C5H11ClN and charge +1 at a distorted geometry (the ωB97M-V functional and the def2-TZVPD basis).

Results
SMILES ... C=C(Cl)[N+](C)(C)C
Energy above the lowest of the compared OMol25 structures with the same formula, charge and spin ... 58.8 kcal/mol
Highest occupied orbital energy ... -14.47 eV
LUMO energy ... -3.044 eV
Calculated total energy ... -19366.7739 eV
Kohn-Sham gap ... 0.4200 Ha
Net charge ... +1

Geometry (Å):
H1 -1.888 0.392 -0.274
H2 -0.789 -1.352 -1.599
H3 -1.067 -1.946 0.931
H4 0.113 -0.038 -2.099
H5 1.068 1.280 2.189
Cl1 2.735 0.121 -0.852
H6 0.917 -2.015 1.003
H7 -1.125 0.745 1.419
C1 0.163 -0.805 -1.212
H8 2.912 1.360 1.602
C2 1.842 1.017 1.472
C3 1.576 0.360 0.387
H9 0.990 -1.476 -1.429
N1 0.239 -0.282 0.158
H10 -0.612 1.656 -0.203
H11 -0.140 -0.920 2.088
C4 -0.935 0.670 0.263
C5 -0.023 -1.401 1.129

Atomic forces in eV per Å
H 1.38 -0.50 0.65
H 1.17 0.57 2.14
H 2.61 1.14 -0.08
H 0.82 -0.58 2.30
H 0.35 -0.19 0.10
Cl 0.31 0.05 0.19
H -1.49 0.05 0.72
H 0.08 0.39 -2.43
C -1.51 -0.79 -4.82
H -1.62 -0.20 0.05
C 1.40 1.21 1.10
C -0.35 -0.71 -0.83
H -0.15 0.05 0.18
N -2.43 0.06 -1.65
H -0.38 -1.15 0.91
H 0.48 -0.24 0.41
C -0.30 2.23 1.71
C -0.39 -1.39 -0.65


Entry 4:
Entry from the Open Molecules 2025 dataset: C5H11ClO in the gas phase at a distorted geometry (the ωB97M-V functional and the def2-TZVPD basis).

Results
SMILES ... CC(C)(CO)CCl
Energy above the lowest of the compared OMol25 structures with the same formula, charge and spin ... 114.0 kcal/mol
Highest occupied orbital energy ... -9.89 eV
LUMO energy ... 0.673 eV
Calculated total energy ... -19928.1160 eV
Kohn-Sham gap ... 0.3880 Ha
Net charge ... 0

Geometry (Å):
C1 -1.450 -0.338 -0.391
H1 1.211 2.029 0.496
C2 -0.095 0.117 0.105
H2 -1.509 -1.280 -0.376
H3 -0.729 1.932 0.862
C3 0.155 -0.235 1.594
H4 1.396 0.073 -1.440
H5 -1.436 -0.120 -1.564
C4 0.055 1.731 -0.004
H6 0.870 0.286 2.060
H7 -2.057 0.082 0.234
C5 1.131 -0.417 -0.734
H8 0.039 1.999 -0.896
Cl1 0.151 -2.018 1.845
H9 0.116 -1.475 -2.353
H10 -0.604 0.098 2.182
O1 0.822 -1.627 -1.451
H11 1.935 -0.837 -0.168

Atomic forces in eV per Å
C 5.52 4.59 -5.81
H -3.42 -0.78 -1.51
C 3.52 1.43 -0.13
H -0.51 -7.46 0.49
H 1.33 1.16 -2.46
C -2.09 -2.36 -3.35
H 3.60 7.67 -7.77
H -0.90 0.29 2.54
C 1.97 -4.45 12.49
H 4.03 1.15 1.07
H -4.58 2.76 2.76
C -5.15 -7.57 6.79
H -0.98 3.02 -7.72
Cl 0.47 0.42 0.15
H 3.26 -0.29 4.28
H -3.15 0.73 1.39
O -3.59 -0.99 -4.15
H 0.67 0.67 0.94


Entry 5:
Entry from the Open Molecules 2025 dataset: C5H11ClSi in the gas phase at a distorted geometry (the ωB97M-V functional and the def2-TZVPD basis).

Results
SMILES ... C=C[C@@H](Cl)[SiH](C)C
Energy above the lowest of the compared OMol25 structures with the same formula, charge and spin ... 49.2 kcal/mol
Highest occupied orbital energy ... -9.49 eV
LUMO energy ... 0.986 eV
Calculated total energy ... -25761.9355 eV
Kohn-Sham gap ... 0.3849 Ha
Net charge ... 0

Geometry (Å):
H1 -0.125 2.675 1.593
H2 2.042 0.121 0.075
C1 -0.603 -2.599 -0.065
C2 0.376 1.795 1.284
H3 1.526 1.982 1.612
C3 -1.275 -0.258 -0.464
H4 1.494 -0.544 -1.548
H5 -0.560 -1.077 1.428
H6 -0.342 -3.381 0.643
Cl1 -2.909 0.097 -0.048
C4 1.657 0.392 -0.912
Si1 0.035 1.206 -0.397
H7 2.318 1.004 -1.433
H8 -0.106 1.064 1.861
H9 -1.468 -0.455 -1.578
C5 -0.729 -1.402 0.436
H10 -0.835 -2.897 -0.994
H11 -0.494 2.276 -1.494

Atomic forces in eV per Å
H -0.59 1.15 0.02
H 0.43 -0.29 -0.34
C 1.02 -0.76 4.26
C 2.84 1.51 0.82
H -2.74 -0.87 -0.96
C 1.95 0.02 -1.11
H 0.23 1.15 0.98
H 0.26 -0.24 1.03
H 0.29 -0.19 -0.26
Cl -1.80 0.81 1.18
C -1.94 -2.21 0.02
Si -0.69 0.19 -3.01
H 1.20 1.21 -0.69
H -0.15 -1.37 1.44
H 1.35 -0.47 1.48
C -1.48 2.04 -2.90
H -0.79 -0.64 -3.34
H 0.61 -1.05 1.38


Entry 6:
Entry from the Open Molecules 2025 dataset: C5H11F3I2O2Si2 as an isolated structure at a distorted geometry (the ωB97M-V functional and the def2-TZVPD basis).

Results
Highest occupied orbital energy ... -9.56 eV
LUMO energy ... -0.254 eV
Calculated total energy ... -49566.0361 eV
Kohn-Sham gap ... 0.3421 Ha
Net charge ... 0

Geometry (Å):
C1 -2.739 0.531 0.009
H1 1.504 1.227 -2.421
Si1 -1.506 1.981 0.331
F1 -2.262 -3.046 -0.953
H2 -2.330 3.202 0.474
H3 -3.457 0.858 -0.856
F2 -3.700 -1.438 -1.972
F3 -4.019 -2.074 0.424
H4 2.129 2.066 0.941
H5 2.529 -2.523 0.804
O1 -0.369 2.289 -0.974
H6 2.713 -1.550 -0.855
H7 -3.418 0.449 0.986
I1 0.636 -0.927 2.227
H8 4.164 -1.634 0.419
C2 2.981 -1.550 0.284
C3 2.228 1.113 0.267
C4 2.414 -0.267 1.135
H9 0.282 -0.294 -1.115
H10 3.243 -0.027 1.960
Si2 0.868 1.048 -1.094
C5 -3.058 -1.796 -0.669
I2 4.156 1.384 -0.825
H11 -0.878 1.766 1.643
O2 -2.110 -0.789 -0.169

Atomic forces in eV per Å
C -2.01 0.31 0.81
H -0.15 0.21 0.23
Si 0.52 0.43 -1.44
F -3.04 4.37 1.13
H -0.07 -0.19 -0.22
H 1.40 -0.99 1.34
F 1.72 -1.20 4.76
F 2.55 0.63 -4.15
H 0.26 -1.98 -1.12
H 1.01 2.09 -1.38
O 0.07 -2.53 2.25
H 0.41 0.11 2.25
H 1.33 0.35 -1.97
I 0.54 0.49 -0.36
H -2.65 0.38 -0.48
C 0.27 -0.91 0.79
C 0.05 -0.21 1.35
C 2.54 0.59 -0.23
H -0.22 -0.11 0.27
H -2.07 -0.57 -1.68
Si -0.46 1.34 -0.65
C 1.73 -0.57 0.33
I -0.69 0.10 0.62
H 0.30 -0.05 -0.15
O -3.32 -2.09 -2.30